{
  "formula": "C59H55N6O8SSn",
  "method": "wB97M-V/def2-TZVPD",
  "total_charge": -1,
  "homo_lumo_gap_ev": 4.605,
  "e_homo_ev": -4.7,
  "e_above_lowest_kcal_mol": 72.0,
  "multiplicity": 1,
  "species": ["Sn", "O", "C", "C", "C", "C", "C", "C", "C", "C", "C", "O", "C", "C", "C", "C", "C", "C", "C", "C", "C", "C", "C", "C", "N", "C", "C", "C", "C", "C", "C", "C", "C", "C", "C", "C", "C", "H", "H", "H", "H", "H", "H", "H", "H", "H", "H", "H", "H", "H", "H", "H", "H", "H", "H", "H", "H", "H", "H", "H", "H", "H", "H", "H", "C", "N", "C", "C", "C", "C", "C", "N", "C", "C", "C", "C", "C", "C", "H", "H", "H", "H", "H", "H", "H", "H", "H", "H", "H", "N", "C", "C", "C", "C", "C", "C", "S", "O", "O", "O", "H", "H", "H", "H", "H", "H", "C", "C", "C", "C", "C", "C", "O", "N", "C", "O", "N", "C", "O", "H", "H", "H", "H", "H", "H", "H", "H", "H", "H", "H"],
  "xyz": [[-0.069876, -0.853005, 0.843467], [-0.175710, -0.089740, 2.875921], [0.753208, 0.496620, 3.710471], [1.926845, 1.149992, 2.921366], [1.497827, 2.119104, 1.873418], [1.829129, 3.466451, 1.964255], [1.407731, 4.335080, 0.974006], [0.656646, 3.836049, -0.071501], [0.380295, 2.473687, -0.111085], [-0.467592, 1.904372, -1.190670], [-1.850033, 1.494254, -0.589098], [-1.763895, 0.291474, 0.093368], [-2.294222, 2.664720, 0.292033], [-2.145071, 2.602045, 1.671430], [-2.445580, 3.700168, 2.462247], [-2.914638, 4.868608, 1.882688], [-3.079989, 4.932611, 0.505757], [-2.768541, 3.838849, -0.285164], [-2.881942, 1.232910, -1.692128], [-4.213146, 1.130762, -1.291646], [-5.201625, 0.794184, -2.199238], [-4.868742, 0.551990, -3.524857], [-3.547687, 0.650771, -3.930843], [-2.555324, 0.979206, -3.017521], [0.820176, 1.639653, 0.829074], [1.407325, -0.501914, 4.681041], [1.199006, -1.865804, 4.539988], [1.824736, -2.765082, 5.389467], [2.663586, -2.313049, 6.394697], [2.866031, -0.949414, 6.551351], [2.238239, -0.051622, 5.703899], [-0.034266, 1.496925, 4.577981], [-1.279935, 1.082026, 5.046354], [-2.057303, 1.912447, 5.834043], [-1.600901, 3.177201, 6.178656], [-0.359794, 3.592488, 5.729291], [0.418655, 2.758643, 4.936579], [2.423684, 0.308279, 2.440971], [2.626570, 1.619057, 3.610955], [2.430686, 3.828021, 2.786314], [1.670351, 5.383955, 1.016551], [0.305442, 4.482844, -0.862124], [-0.007231, 0.994834, -1.578649], [-0.608487, 2.639014, -1.981088], [-1.775184, 1.685276, 2.110906], [-2.302746, 3.646754, 3.533633], [-3.151927, 5.726352, 2.498819], [-3.442874, 5.844340, 0.048496], [-2.896063, 3.891470, -1.359964], [-4.465405, 1.316234, -0.255020], [-6.229524, 0.710673, -1.869052], [-5.636800, 0.270915, -4.232814], [-3.277296, 0.456550, -4.960998], [-1.530768, 1.041585, -3.360608], [0.557872, -2.227425, 3.750101], [1.663749, -3.826825, 5.257102], [3.157674, -3.013703, 7.055383], [3.523191, -0.584643, 7.330637], [2.386833, 1.010713, 5.853211], [-1.632791, 0.098195, 4.771406], [-3.025127, 1.573133, 6.179360], [-2.204980, 3.829634, 6.795780], [0.009554, 4.575110, 5.993975], [1.382676, 3.116545, 4.608538], [-3.422613, -2.105253, 0.809739], [-2.011675, -2.439417, 0.798665], [-1.598782, -3.633607, 0.723962], [-0.229110, -3.837910, 0.498871], [0.542038, -5.005876, 0.552880], [1.835902, -4.627477, 0.207880], [1.779960, -3.251042, -0.075889], [0.545670, -2.779301, 0.090688], [-4.098858, -2.421301, -0.505498], [-3.420602, -2.289565, -1.713610], [-4.048143, -2.593443, -2.910432], [-5.364177, -3.032507, -2.917319], [-6.053050, -3.146486, -1.720077], [-5.422309, -2.845132, -0.522771], [-3.488354, -1.033932, 0.999475], [-3.933890, -2.643858, 1.617577], [-2.262318, -4.501223, 0.792949], [0.200339, -5.985758, 0.844657], [2.704136, -5.259520, 0.126469], [2.574125, -2.620114, -0.443787], [-2.395557, -1.939933, -1.705132], [-3.510506, -2.491152, -3.844047], [-5.854586, -3.285489, -3.848316], [-7.081894, -3.482806, -1.713919], [-5.967130, -2.942981, 0.409346], [0.289587, -1.752961, -2.612238], [0.192516, -1.440512, -3.944150], [0.657473, -0.199988, -4.417056], [0.567187, 0.108349, -5.761121], [0.057532, -0.832107, -6.642397], [-0.489052, -2.020810, -6.193153], [-0.403003, -2.335478, -4.847886], [0.095967, -0.430019, -8.410000], [0.200304, -1.702630, -9.099594], [1.230064, 0.459065, -8.575024], [-1.208266, 0.222810, -8.530237], [0.099835, -2.683310, -2.281260], [0.844396, -1.164804, -2.011652], [1.122096, 0.482710, -3.718268], [0.947947, 1.037979, -6.158336], [-0.917705, -2.711015, -6.906120], [-0.772411, -3.284471, -4.474660], [4.269904, -2.108775, -2.502330], [4.807249, -0.684274, -2.386276], [4.464474, -0.029329, -1.029358], [4.984968, 1.418592, -1.014461], [4.739180, 2.123762, 0.316726], [5.176428, -0.804150, 0.065275], [6.383591, -0.881008, 0.137922], [4.374665, -1.423696, 0.988655], [2.978193, -1.399756, 1.022951], [2.398422, -1.979316, 1.929113], [2.336907, -0.724171, 0.058248], [2.936553, -0.018634, -0.919754], [2.281808, 0.592690, -1.748991], [4.510926, -2.523888, -3.479117], [3.184238, -2.120419, -2.392573], [4.708975, -2.754120, -1.738557], [4.371675, -0.068238, -3.173617], [5.893132, -0.681667, -2.493887], [4.480278, 1.961162, -1.814412], [6.056756, 1.390465, -1.217362], [3.672189, 2.170581, 0.538956], [5.125075, 3.142022, 0.275820], [5.245795, 1.602490, 1.131060], [4.820881, -1.938575, 1.735800]],
  "atomic_forces_ev_per_a": [[-0.73, 1.94, 0.15], [-0.79, -1.66, -2.48], [0.93, 0.45, 0.59], [-0.37, -0.27, 0.05], [0.15, 0.36, 0.23], [-0.12, -0.05, -0.05], [-0.03, -0.06, -0.07], [0.23, 0.02, 0.09], [0.21, 0.26, -0.42], [-0.48, -0.37, 0.30], [0.29, 0.83, -1.16], [1.86, -2.09, 1.48], [-0.18, -0.26, 0.28], [0.01, -0.12, -0.15], [-0.01, 0.08, 0.10], [0.01, 0.01, 0.00], [0.05, 0.07, -0.01], [0.03, -0.05, -0.05], [-0.09, -0.04, 0.19], [0.01, -0.04, -0.07], [-0.02, -0.02, 0.05], [0.01, 0.02, 0.01], [-0.04, -0.06, -0.15], [0.09, 0.16, 0.12], [-0.36, -0.53, 0.04], [-0.14, -0.19, -0.11], [-0.04, 0.08, 0.05], [0.02, -0.08, 0.06], [0.01, -0.01, 0.02], [0.07, 0.03, 0.00], [-0.01, -0.04, -0.03], [-0.16, -0.06, -0.24], [-0.02, 0.04, -0.02], [-0.04, -0.07, 0.01], [0.04, 0.03, 0.04], [-0.01, 0.07, 0.10], [0.04, -0.04, -0.02], [0.15, 0.14, 0.15], [0.04, -0.05, -0.04], [0.00, -0.07, 0.05], [-0.03, 0.03, 0.00], [-0.08, -0.04, -0.03], [0.03, 0.15, -0.26], [0.06, -0.07, -0.07], [0.00, -0.01, 0.09], [-0.01, -0.05, 0.03], [0.00, 0.02, 0.02], [-0.03, 0.00, -0.03], [-0.03, 0.01, -0.02], [-0.04, 0.01, 0.04], [-0.02, -0.01, -0.01], [-0.01, 0.02, -0.05], [0.04, 0.00, -0.03], [0.02, -0.08, -0.03], [-0.03, 0.01, 0.00], [-0.02, -0.03, -0.01], [0.00, -0.02, 0.00], [-0.03, 0.01, 0.03], [0.02, 0.03, -0.01], [-0.05, -0.02, 0.00], [-0.02, -0.01, 0.01], [-0.01, 0.01, -0.01], [0.02, 0.02, -0.01], [0.04, -0.01, -0.04], [-0.30, 0.15, 0.02], [0.56, 1.82, 0.56], [-0.28, -0.53, 0.17], [0.56, -1.32, 0.08], [-0.52, 0.62, 0.14], [0.08, 0.94, -0.56], [1.08, -2.11, -0.76], [-0.93, 0.40, 0.65], [-0.06, -0.10, -0.12], [0.09, 0.02, 0.14], [0.02, -0.09, -0.10], [-0.06, -0.01, 0.05], [-0.05, 0.00, -0.03], [0.01, 0.03, 0.11], [-0.06, -0.06, 0.08], [0.07, 0.05, -0.02], [-0.05, 0.17, -0.05], [-0.11, -0.02, -0.07], [0.04, 0.04, -0.06], [-0.49, -1.04, -0.30], [0.05, 0.04, -0.13], [0.07, 0.05, 0.01], [0.03, 0.03, -0.03], [-0.02, -0.01, 0.00], [0.00, -0.03, 0.04], [-0.20, -0.02, 1.14], [-0.16, 0.30, -1.21], [-0.18, -0.35, 0.35], [0.13, -0.54, 0.08], [0.21, 0.34, -0.96], [0.41, 0.09, 0.11], [0.05, 0.25, 0.50], [-1.10, 0.09, 0.98], [0.09, -0.17, -0.13], [0.24, 0.10, -0.10], [0.12, 0.07, -0.53], [0.12, 0.09, -0.15], [0.17, -0.11, -0.26], [-0.01, 0.07, 0.01], [0.07, 0.04, 0.00], [0.04, -0.04, -0.05], [-0.06, -0.06, 0.01], [0.11, 0.21, -0.01], [-0.06, -0.22, 0.04], [0.08, 0.13, -0.30], [-0.03, 0.07, 0.26], [0.02, -0.11, -0.20], [0.11, 0.14, -0.23], [-0.14, 0.00, 0.01], [-0.38, -0.32, 0.27], [1.38, 0.91, 0.68], [0.01, 0.52, 0.44], [-1.77, 0.91, 0.97], [0.45, 0.35, -0.28], [0.14, -0.03, 0.18], [-0.04, -0.06, 0.00], [-0.03, -0.08, -0.14], [0.01, -0.10, 0.00], [0.04, 0.07, 0.05], [-0.01, 0.07, 0.00], [0.06, -0.08, -0.07], [-0.04, -0.03, -0.11], [0.05, 0.05, 0.00], [-0.04, 0.04, 0.07], [0.00, 0.03, 0.08], [0.02, 0.01, -0.03]],
  "mulliken_charge": [4.83, -1.34, 3.00, -1.48, -0.19, -0.78, -1.39, -0.62, 0.13, -1.18, 2.10, -0.61, 0.08, -0.08, -0.44, -0.81, -0.96, -0.29, 0.11, -0.14, -0.89, -0.59, -1.10, -0.27, 1.50, 0.24, -0.34, -0.69, -0.70, -0.81, -0.49, 0.03, -0.54, -0.75, -0.73, -1.07, 0.42, -0.48, 1.11, 0.50, 0.46, 0.57, -0.99, 1.10, 0.15, 0.29, 0.43, 0.42, 0.51, 0.37, 0.39, 0.44, 0.61, 0.33, 0.14, 0.45, 0.38, 0.42, 0.33, 0.43, 0.40, 0.39, 0.41, 0.37, -1.58, -0.21, -0.56, 0.01, -1.25, -1.62, -0.61, 1.34, 0.81, 0.55, -0.92, -0.60, -0.67, -0.70, 0.00, 0.63, 0.43, 0.54, 0.55, 0.90, 0.07, 0.59, 0.47, 0.38, 0.43, 1.07, 0.24, -0.11, -1.09, -0.08, -0.98, -0.28, 1.27, -0.71, -0.71, -0.69, 0.02, -1.86, 0.68, 0.49, 0.46, 0.50, -0.69, -1.59, 2.55, -1.49, -0.95, -0.50, -0.68, 0.15, -0.67, -0.67, 1.35, -1.59, -0.58, 0.56, 0.03, 0.21, 0.48, 0.50, 0.43, 0.47, 0.18, 0.59, 0.28, 0.33]
}